# 1
Formula: C74H52O12S2
Source: the Open Molecules 2025 dataset
Level of theory: ωB97M-V/def2-TZVPD

Cartesian coordinates (Å):
C  3.20102  -8.57768  -7.91839
S  2.02364  -7.35864  -7.10622
O  0.63286  -8.01950  -7.23125
C  2.41027  -7.87607  -5.36790
H  3.16714  -8.52456  -9.00656
H  2.89208  -9.56246  -7.56787
H  4.17787  -8.47656  -7.44547
H  1.99955  -7.17787  -4.63858
H  3.46778  -8.03166  -5.15447
H  1.83138  -8.74265  -5.04847
C  -14.22896  1.40962  10.14626
S  -15.78826  1.61915  11.03659
O  -16.61282  2.60294  10.22332
C  -16.56631  0.02707  10.58044
H  -13.94058  0.38058  10.36077
H  -13.65770  2.31391  10.35608
H  -14.43750  1.58946  9.09161
H  -16.83240  -0.13049  11.62565
H  -15.83635  -0.73566  10.30930
H  -17.40866  0.25599  9.92764
C  7.90726  8.85796  -1.09724
C  9.15203  8.88093  -0.47847
C  9.22793  8.16579  0.74806
C  8.09913  7.31597  1.25580
C  6.88380  7.35069  0.55013
C  6.80987  8.16603  -0.57775
C  5.83773  6.33992  0.96173
O  4.93222  6.16384  0.14695
C  5.81223  5.71691  2.35434
C  4.67255  5.02912  2.84615
C  4.83399  4.41976  4.15309
C  6.01753  4.74602  4.91130
C  6.95821  5.58406  4.36258
C  6.99448  6.00900  3.07365
C  8.26524  6.59892  2.52614
O  9.40153  6.41502  3.00705
H  7.63193  9.21029  -2.08033
H  9.99941  9.32553  -0.97915
H  10.19998  8.20447  1.21711
H  5.86140  8.13924  -1.09360
H  3.79236  4.73324  2.29467
H  4.16433  3.74252  4.66231
H  6.14194  4.31868  5.89532
H  7.68200  5.58522  5.16415
C  3.12118  -3.48205  2.86499
C  3.77262  -3.64949  4.12415
C  5.07451  -3.10080  4.26471
C  5.63556  -2.43991  3.20603
C  4.85486  -2.19770  2.05363
C  3.61468  -2.81859  1.86031
C  5.29426  -1.28708  0.97641
O  4.63447  -1.17025  -0.10315
C  6.58540  -0.54098  1.28441
C  7.15707  0.42903  0.37268
C  8.41280  0.99997  0.54255
C  9.18414  0.63030  1.58687
C  8.66929  -0.20933  2.51162
C  7.40233  -0.84248  2.35712
C  7.04302  -1.85270  3.38198
O  7.77936  -2.13348  4.38252
H  2.14955  -3.91678  2.68242
H  3.38214  -4.16978  4.98626
H  5.64755  -3.16724  5.17774
H  3.15151  -2.81867  0.88467
H  6.54750  0.71776  -0.47080
H  8.75775  1.68768  -0.21538
H  10.21447  0.93904  1.68425
H  9.41876  -0.37023  3.27240
C  0.92691  13.51734  -6.90047
C  2.05734  14.05050  -6.27467
C  2.33062  13.83603  -4.94583
C  1.49176  12.92066  -4.26645
C  0.40403  12.33821  -4.87009
C  0.10041  12.69358  -6.20530
C  -0.48678  11.31569  -4.18119
O  -1.35790  10.66284  -4.78035
C  -0.05932  10.97138  -2.77667
C  -0.85618  10.10189  -2.02499
C  -0.72138  9.88564  -0.69305
C  0.11643  10.72249  -0.03184
C  0.97068  11.49560  -0.70565
C  0.99082  11.68919  -2.12957
C  1.86562  12.67733  -2.82810
O  2.73533  13.27743  -2.14892
H  0.72715  13.76761  -7.93191
H  2.78329  14.70290  -6.73703
H  3.20937  14.29142  -4.51359
H  -0.74564  12.27869  -6.73299
H  -1.76126  9.65132  -2.40473
H  -1.31775  9.14186  -0.18557
H  0.38460  10.53266  0.99697
H  1.69320  12.11505  -0.19511
C  -3.72498  -1.83786  -1.91808
C  -2.97628  -0.70061  -1.61946
C  -3.39617  0.20153  -0.63391
C  -4.68268  0.01334  -0.04744
C  -5.49357  -1.12694  -0.46923
C  -4.97113  -2.04888  -1.33980
C  -6.90973  -1.43303  0.11273
O  -7.54603  -2.34583  -0.32818
C  -7.27457  -0.49761  1.32025
C  -8.49605  -0.69974  1.90706
C  -8.87483  0.05760  2.96674
C  -8.13037  1.17106  3.36636
C  -6.87349  1.40724  2.84424
C  -6.40824  0.58218  1.73993
C  -5.13002  0.86724  1.11279
O  -4.41425  1.79200  1.57071
H  -3.35487  -2.65578  -2.51845
H  -2.04739  -0.67636  -2.16990
H  -2.85479  1.11447  -0.43430
H  -5.50117  -2.96879  -1.53783
H  -9.13364  -1.49852  1.55802
H  -9.87030  -0.11231  3.34959
H  -8.41277  1.72743  4.24790
H  -6.21637  2.21915  3.11883
C  -0.92786  -14.05760  0.59017
C  -0.75481  -15.39489  0.19116
C  -1.45190  -15.76916  -0.90594
C  -2.04399  -14.86546  -1.84337
C  -1.88100  -13.51258  -1.48441
C  -1.36584  -13.14944  -0.33452
C  -2.49879  -12.44240  -2.38790
O  -2.52806  -11.26044  -2.05427
C  -3.00841  -12.88923  -3.74880
C  -3.46272  -11.93865  -4.65437
C  -3.91239  -12.27371  -5.87965
C  -3.78499  -13.57916  -6.28033
C  -3.31634  -14.53133  -5.41426
C  -2.95043  -14.25050  -4.12675
C  -2.69652  -15.34353  -3.10365
O  -2.81996  -16.56671  -3.24401
H  -0.39032  -13.78751  1.48711
H  -0.26002  -16.09032  0.85294
H  -1.40014  -16.80327  -1.21306
H  -1.45560  -12.14889  0.06203
H  -3.50768  -10.91483  -4.31353
H  -4.42407  -11.53426  -6.47780
H  -4.10627  -13.81689  -7.28366
H  -3.11775  -15.50817  -5.82988

Calculated values
HOMO level = -9.1 eV
Energy relative to the best compared isomer or geometry (same formula, charge and spin) = 24.5 kcal per mole

---

# 2
Formula: C75H165N9O18
Source: the Open Molecules 2025 dataset
Level of theory: ωB97M-V/def2-TZVPD

Cartesian coordinates (Å):
C  1.68879  8.71778  3.75759
O  0.77310  7.63723  4.19804
C  -0.01342  6.99032  3.25091
C  -0.76581  5.82172  3.99679
N  0.21048  4.78497  4.52580
H  0.45161  4.06589  3.82731
H  1.01771  5.22571  4.90964
C  -0.49927  3.95425  5.58321
C  0.50208  2.90441  6.15783
O  1.10077  2.14823  5.14488
C  0.25105  1.16221  4.66025
H  1.14028  9.47702  3.20660
H  2.51478  8.32636  3.13653
H  2.04279  9.07490  4.71379
H  0.59648  6.51642  2.48276
H  -0.81546  7.59980  2.89783
H  -1.44795  5.22316  3.36370
H  -1.29698  6.27874  4.81827
H  -1.36130  3.49116  5.03510
H  -0.81588  4.74167  6.30286
H  -0.05123  2.20049  6.86746
H  1.33305  3.45530  6.70991
H  -0.59468  1.53821  4.05395
H  -0.21397  0.54854  5.45178
H  0.90367  0.42436  4.16597
C  7.89508  1.35490  4.16006
O  6.78020  0.53837  3.85407
C  7.00267  -0.78837  3.43797
C  6.27920  -1.77976  4.43389
N  4.79465  -1.64071  4.49200
H  4.57001  -0.69301  4.69556
H  4.30835  -1.67717  3.57453
C  4.00112  -2.51616  5.42116
C  4.46850  -2.44604  6.90869
O  4.85773  -1.14711  7.23018
C  5.38076  -0.97064  8.59407
H  7.87450  2.28381  3.52944
H  8.75015  0.87328  3.73251
H  7.93103  1.63719  5.22278
H  8.04218  -1.15843  3.35535
H  6.62910  -0.95350  2.40439
H  6.66227  -1.71760  5.45229
H  6.49859  -2.71680  3.93900
H  4.05158  -3.56834  5.01555
H  2.96589  -2.18024  5.28352
H  5.19796  -3.15265  7.12941
H  3.63273  -2.84618  7.46623
H  6.14683  -0.20666  8.48790
H  5.91370  -1.92764  8.91243
H  4.60791  -0.75098  9.31298
C  4.00291  6.47262  -4.20529
O  3.44129  5.13040  -4.11424
C  3.67315  4.33205  -5.25763
C  5.00903  3.52389  -5.16451
N  4.89772  2.40029  -6.17659
H  4.07670  1.78081  -5.80617
H  4.54297  2.73233  -7.07976
C  6.11478  1.58126  -6.41687
C  6.00029  1.03492  -7.79713
O  4.66113  0.46113  -7.86905
C  4.39853  -0.47728  -9.00570
H  5.05265  6.48707  -4.53690
H  3.91360  6.92770  -3.19915
H  3.44434  6.94486  -4.94946
H  3.68896  4.92237  -6.21390
H  2.91260  3.60457  -5.33407
H  5.13110  3.14550  -4.16687
H  5.84481  4.17721  -5.39970
H  6.08053  0.76478  -5.61907
H  6.98639  2.23285  -6.38131
H  6.76635  0.24584  -7.92038
H  6.11653  1.78640  -8.54152
H  4.56388  0.03671  -9.96650
H  3.38653  -0.68002  -8.94609
H  5.01899  -1.36230  -8.92001
C  -8.70486  3.14387  1.86591
C  -8.48678  2.01122  0.84718
C  -8.67021  0.65995  1.48357
C  -9.93054  0.55016  2.28388
N  -10.24758  -0.77034  2.94865
C  -11.51365  -0.77743  3.76062
C  -11.29840  -1.80086  4.80852
C  -9.83246  -1.64603  5.28321
C  -9.15026  -1.00004  4.04191
C  -10.33097  -1.86390  1.96576
H  -8.54801  4.10771  1.42104
H  -8.03252  3.03199  2.73259
H  -9.75115  3.27582  2.31993
H  -7.46245  2.12417  0.57385
H  -9.10896  2.20232  0.00940
H  -7.83611  0.44927  2.15149
H  -8.57892  -0.17084  0.77826
H  -10.78827  0.79708  1.66717
H  -9.96707  1.21010  3.09998
H  -12.33908  -0.96237  3.08609
H  -11.68444  0.24832  4.09293
H  -11.48059  -2.76385  4.40806
H  -12.01220  -1.63538  5.57659
H  -9.36722  -2.58962  5.64325
H  -9.76828  -0.86863  6.07177
H  -8.42347  -1.64905  3.56120
H  -8.65544  -0.08723  4.27335
H  -9.35593  -2.08511  1.64025
H  -11.05065  -1.62765  1.19250
H  -10.71033  -2.76644  2.48792
C  -1.15051  -2.22259  0.90881
C  -1.32166  -1.32644  -0.26707
C  -0.02477  -0.76504  -0.76479
C  0.69185  0.16687  0.20014
N  1.91095  0.79418  -0.37047
C  2.57738  1.80461  0.53540
C  3.08488  2.95287  -0.34866
C  2.81680  2.57254  -1.82213
C  1.57464  1.71744  -1.63534
C  2.92695  -0.24191  -0.78920
H  -0.58145  -3.13322  0.67590
H  -2.05156  -2.54466  1.48169
H  -0.53559  -1.70391  1.62448
H  -1.89540  -0.45988  0.10175
H  -1.88016  -1.85417  -1.02993
H  -0.17038  -0.17631  -1.68076
H  0.63799  -1.58640  -1.06911
H  1.02112  -0.37061  1.08280
H  0.03404  0.98519  0.50160
H  3.35772  1.27017  1.02850
H  1.77500  2.22342  1.16305
H  4.16766  2.99009  -0.27798
H  2.69653  3.92709  -0.16973
H  3.54724  1.97310  -2.33432
H  2.60840  3.46411  -2.38196
H  1.34872  1.06355  -2.49930
H  0.65238  2.28473  -1.38644
H  2.99394  -0.85216  0.11381
H  3.84138  0.25893  -1.02963
H  2.46270  -0.72074  -1.65667
C  0.90590  -7.39627  9.49089
C  -0.49618  -6.76352  9.54408
C  -0.90647  -6.10010  8.20391
C  -0.68534  -7.16938  7.14038
N  -1.04167  -6.70946  5.70141
C  -0.18369  -5.48095  5.29068
C  -1.21842  -4.38027  5.01901
C  -2.47707  -5.07138  4.54745
C  -2.50946  -6.24199  5.60020
C  -0.83754  -7.92085  4.77999
H  1.69966  -6.90408  8.92315
H  0.99280  -8.47520  9.22681
H  1.27557  -7.32949  10.57024
H  -0.56898  -6.00868  10.38092
H  -1.24614  -7.53487  9.92002
H  -0.20131  -5.28823  8.04063
H  -1.90550  -5.72442  8.30245
H  -1.21219  -8.11164  7.48389
H  0.36514  -7.43096  7.11617
H  0.39137  -5.82918  4.42648
H  0.49573  -5.26346  6.07894
H  -0.80842  -3.61610  4.39401
H  -1.48392  -3.88278  5.95268
H  -2.36740  -5.47312  3.55502
H  -3.44195  -4.58877  4.73395
H  -3.16338  -7.09758  5.38437
H  -2.81666  -5.90769  6.56687
H  -1.52069  -8.66428  5.13362
H  0.17681  -8.21913  5.01826
H  -1.04455  -7.70055  3.72261
C  0.40785  -3.81199  -7.28019
C  -0.95759  -3.23837  -7.02147
C  -1.32887  -3.12835  -5.54747
C  -2.70834  -2.31611  -5.34993
C  -2.49397  -0.88945  -5.79180
C  -2.08055  -0.62397  -7.24361
N  -0.83900  -1.66259  -7.55676
O  -0.03960  -1.24016  -8.24435
C  -1.58755  0.75539  -7.49998
C  -3.16697  -0.99971  -8.30933
C  -1.97159  -3.98701  -7.90229
H  1.25205  -3.25984  -6.82671
H  0.62850  -3.87272  -8.36010
H  0.39113  -4.83548  -6.90344
H  -0.52161  -2.55249  -5.07576
H  -1.35097  -4.08495  -5.05086
H  -2.95517  -2.33376  -4.32776
H  -3.60994  -2.69599  -5.81187
H  -1.72011  -0.34419  -5.17881
H  -3.45265  -0.34591  -5.71216
H  -0.76094  1.12376  -6.86015
H  -2.44483  1.39126  -7.38950
H  -1.39180  0.79104  -8.55365
H  -3.79596  -1.81583  -7.94450
H  -2.87975  -1.14256  -9.33044
H  -3.89101  -0.17903  -8.22404
H  -1.94546  -3.70718  -8.99674
H  -3.02119  -3.87150  -7.60143
H  -1.81549  -5.07955  -7.86556
C  1.80277  -3.36220  -2.32661
C  2.86248  -4.34185  -2.67219
C  4.21900  -3.67378  -2.53098
C  5.40093  -4.62160  -2.36603
C  5.27281  -5.53778  -1.16235
C  4.00493  -6.38642  -1.19955
N  2.83648  -5.46438  -1.60792
O  1.79802  -5.65231  -1.11216
C  3.65062  -7.02524  0.13692
C  4.08284  -7.52421  -2.26824
C  2.69518  -4.97444  -4.07091
H  1.88282  -3.09399  -1.30537
H  0.82947  -3.82494  -2.38679
H  1.86839  -2.52730  -3.00856
H  4.09354  -2.97716  -1.67379
H  4.32502  -3.09444  -3.47182
H  6.32631  -3.96572  -2.25235
H  5.58855  -5.14767  -3.32123
H  5.23616  -4.87218  -0.32174
H  6.10537  -6.22711  -1.22291
H  2.75448  -7.57930  0.23779
H  3.52428  -6.16843  0.74816
H  4.50912  -7.67625  0.44168
H  3.10545  -7.87303  -2.56157
H  4.70078  -8.30043  -1.80898
H  4.62935  -7.21191  -3.12121
H  3.02623  -4.30297  -4.83081
H  1.65145  -5.23366  -4.22466
H  3.24869  -5.91562  -4.14463
C  -0.39238  7.47561  -1.98280
C  -0.86988  8.28955  -3.19469
C  -1.02393  7.44253  -4.46741
C  -2.22822  6.50878  -4.43711
C  -3.64811  7.17232  -4.15449
C  -3.74676  8.05931  -2.88472
N  -2.26871  8.79116  -2.61203
O  -2.17558  9.56898  -1.85872
C  -4.05426  7.26420  -1.67481
C  -4.75116  9.21009  -3.01736
C  -0.12047  9.63175  -3.36763
H  -0.36977  8.07447  -1.11825
H  0.60054  7.05623  -2.28848
H  -1.00536  6.59656  -1.77105
H  -0.09784  6.87336  -4.60991
H  -1.19193  8.16882  -5.19446
H  -2.04998  5.81970  -3.58545
H  -2.31681  6.05569  -5.42546
H  -4.51870  6.46882  -4.25081
H  -3.73407  7.83214  -5.05845
H  -5.11746  7.04091  -1.63390
H  -3.96189  7.85614  -0.79615
H  -3.48851  6.32270  -1.54550
H  -4.77000  9.79138  -2.05472
H  -5.77677  8.82997  -3.19727
H  -4.47841  9.90103  -3.80617
H  0.94931  9.44898  -3.67312
H  -0.05448  10.15569  -2.38032
H  -0.64225  10.27944  -4.13274
O  2.56441  -1.00253  -6.06205
C  2.10900  0.04927  -5.34550
O  0.95425  -0.03395  -4.81706
O  2.97306  1.01045  -5.24188
H  3.38388  -0.61390  -6.50441
O  -0.89405  2.78639  0.42528
C  -0.68634  3.22154  1.72702
O  0.48896  3.58373  1.89168
O  -1.55863  3.14135  2.59406
H  -1.84254  2.68640  0.49276
O  2.29291  -3.38863  2.83762
C  2.96741  -2.75847  1.71798
O  3.08863  -3.44912  0.59795
O  3.39346  -1.66510  1.99368
H  2.27402  -4.35823  2.52903

Calculated values
Charge = +6
HOMO level = -18.1 eV

---

| no. | orbital gap (eV) |
| --- | --- |
| 1 | 7.66 |
| 2 | 7.09 |